(1)
A molecular structure, C36H86N4O9, computed with ωB97M-V/def2-TZVPD.

Calculated values
ΔE to the lowest compared entry with this formula, charge and spin: 2241.5 kJ/mol
2S+1: 1
total charge: 0

Last column: Löwdin charge in e.
CARTESIAN COORDINATES (ANGSTROEM)
O (2.187, -0.352, 0.652)  -0.15
O (2.446, 4.698, 3.364)  0.01
O (1.855, -1.664, -1.038)  0.00
O (0.250, -2.890, -0.266)  -0.03
O (0.612, 0.412, -3.370)  -0.06
O (-2.568, -3.061, 0.377)  -0.05
O (1.007, -0.447, 2.559)  -0.04
O (4.929, -1.235, 0.493)  -0.04
O (4.066, 0.720, 1.176)  -0.12
N (0.548, -3.605, -1.412)  -0.10
N (-3.077, -1.995, 1.084)  -0.09
N (1.225, 4.090, 3.038)  -0.12
N (0.256, 1.628, -2.802)  -0.07
C (-5.084, -1.903, -0.475)  -0.04
C (-3.097, -0.528, -1.031)  0.00
C (-1.013, 3.208, 3.624)  -0.12
C (0.017, 2.974, -0.833)  -0.21
C (-2.755, -0.272, 2.764)  -0.12
C (-0.893, 2.096, 2.632)  -0.17
C (-0.850, -0.684, 1.223)  -0.05
C (2.280, 1.817, 2.327)  -0.01
C (0.265, 0.546, -0.549)  -0.09
C (-0.166, 5.238, 4.654)  -0.03
C (-0.469, -3.378, -2.444)  -0.43
C (2.006, 2.942, -4.098)  -0.01
C (0.993, 2.926, 5.169)  -0.02
C (0.062, -5.649, -3.457)  -0.17
C (-3.876, -1.186, 0.171)  -0.44
C (-3.714, 0.667, 1.994)  -0.19
C (-0.194, 4.104, -3.095)  -0.08
C (-2.053, -1.377, 1.962)  -0.38
C (-0.099, -4.209, -3.742)  -0.14
C (0.316, 3.854, 4.121)  -0.48
C (1.412, 3.028, 1.903)  -0.29
C (-1.601, -2.453, 2.998)  0.01
C (0.258, 4.235, -1.631)  -0.17
C (-4.640, -0.137, 1.103)  -0.13
C (-0.041, -5.811, -0.325)  -0.02
C (2.347, 1.810, -1.192)  -0.02
C (0.029, 2.528, 1.450)  -0.17
C (-0.292, 2.464, -5.035)  -0.05
C (0.782, 1.755, -1.368)  -0.29
C (-1.898, -3.688, -2.086)  -0.03
C (0.497, 2.753, -3.722)  -0.44
C (2.311, -4.962, -0.268)  -0.02
C (-0.527, -1.883, -2.808)  -0.03
C (2.031, 3.737, 0.627)  -0.03
C (1.023, -4.987, -1.096)  -0.48
C (1.247, -5.748, -2.403)  -0.11
H (2.173, -5.425, -2.879)  0.12
H (-0.684, 5.776, 3.861)  0.08
H (5.375, -1.983, 0.096)  0.04
H (-0.904, -6.201, -0.863)  0.07
H (-0.218, 3.342, -5.676)  0.08
H (0.974, 1.843, 5.052)  0.07
H (0.750, -3.758, -4.255)  0.12
H (-1.000, -1.202, -2.101)  0.05
H (4.206, -1.043, -0.105)  0.01
H (2.077, 3.368, -5.099)  0.08
H (1.292, -6.798, -2.113)  0.12
H (-5.657, -2.351, 0.336)  0.09
H (-0.922, 5.137, 5.433)  0.08
H (-0.532, -1.337, 0.411)  0.08
H (-2.662, -3.257, -2.733)  0.11
H (2.852, 4.397, 0.907)  0.11
H (-2.156, 0.581, 3.084)  0.07
H (-5.287, -0.602, 1.847)  0.12
H (-2.488, -1.237, -1.592)  0.04
H (2.870, 1.286, -1.992)  0.10
H (-5.723, -1.204, -1.015)  0.08
H (3.287, 2.149, 2.581)  0.11
H (1.571, 0.463, -3.393)  0.07
H (-1.345, 2.216, -4.899)  0.08
H (1.923, -0.429, 2.281)  0.08
H (3.126, -4.347, -0.650)  0.08
H (-1.480, 2.725, 4.483)  0.12
H (2.368, 3.039, -0.140)  -0.01
H (1.956, -2.513, -1.469)  0.11
H (1.304, -0.242, 1.005)  0.02
H (0.196, 1.617, -5.517)  0.07
H (2.529, 3.542, -3.353)  0.08
H (0.535, 3.062, 6.149)  0.08
H (3.404, 0.055, 0.984)  -0.10
H (-0.003, -0.577, 1.901)  -0.08
H (0.649, -0.404, -0.921)  0.07
H (2.077, -4.580, 0.726)  0.09
H (2.421, 1.175, 1.456)  0.04
H (0.364, 3.128, 0.189)  -0.02
H (0.628, 0.601, 0.477)  0.04
H (2.159, -1.028, -1.686)  0.13
H (-0.048, 5.014, -3.676)  0.11
H (2.827, 2.788, -1.157)  0.08
H (-1.055, 2.792, -0.757)  0.15
H (1.930, 1.312, 3.227)  0.08
H (-1.541, -3.463, 2.592)  0.08
H (-0.825, 0.512, -0.573)  0.07
H (-2.543, 0.383, -0.801)  0.07
H (-0.834, -6.170, -3.120)  0.10
H (-0.907, -4.061, -4.458)  0.12
H (-0.442, 3.278, 0.815)  0.11
H (-3.743, -0.179, -1.836)  0.09
H (-2.023, -4.771, -2.086)  0.08
H (-1.082, 0.327, 0.891)  0.06
H (-2.035, -2.523, -0.214)  0.02
H (2.497, 1.971, -4.153)  0.06
H (0.469, -1.449, -2.894)  0.06
H (-5.100, 0.528, 0.372)  0.12
H (-0.589, -5.154, 0.350)  0.08
H (-4.401, 1.220, 2.634)  0.12
H (-0.488, 1.172, 3.044)  0.10
H (-0.948, -1.681, -3.793)  0.11
H (-1.274, 4.032, -3.225)  0.11
H (-2.232, -2.442, 3.887)  0.07
H (-1.896, 1.886, 2.260)  0.06
H (-2.108, -3.324, -1.080)  0.02
H (2.094, -1.022, -0.025)  -0.09
H (-0.605, -2.115, 3.286)  0.07
H (-0.335, 5.012, -1.150)  0.13
H (1.294, 4.542, -1.485)  0.10
H (2.790, 3.879, 3.728)  0.06
H (2.671, 1.383, -0.243)  0.05
H (2.633, -5.999, -0.169)  0.09
H (1.325, 4.413, 0.144)  0.07
H (2.024, 3.212, 5.378)  0.08
H (-4.718, -2.622, -1.209)  0.07
H (-3.198, 1.442, 1.429)  0.09
H (0.882, -2.168, -0.308)  -0.03
H (0.279, -6.228, -4.354)  0.11
H (-3.263, -0.670, 3.643)  0.12
H (3.849, 1.449, 0.595)  0.03
H (0.050, 1.625, 0.840)  0.05
H (1.041, -0.315, 3.506)  0.12
H (0.643, 5.861, 5.036)  0.08
H (0.310, -6.715, 0.173)  0.09
H (-1.725, 3.924, 3.211)  0.12

---

(2)
10 unconnected molecules or ions with the total composition C36H86O23P4, computed with ωB97M-V/def2-TZVPD.

Calculated values
2S+1: 1
total charge: 0

Last column: Löwdin charge in e.
CARTESIAN COORDINATES (ANGSTROEM)
P (-27.031, -13.073, 6.507)  0.43
P (-20.295, -12.144, 16.025)  0.48
P (-33.893, -15.137, 11.049)  0.48
P (-31.522, -18.271, 18.410)  0.48
O (-24.834, -9.309, 20.594)  -0.18
O (-20.817, -12.951, 17.357)  -0.24
O (-27.359, -11.798, 5.584)  -0.24
O (-31.360, -17.517, 19.818)  -0.22
O (-19.408, -10.938, 16.626)  -0.22
O (-27.371, -6.214, 12.918)  -0.15
O (-34.665, -14.809, 9.632)  -0.24
O (-22.037, -15.440, 11.150)  -0.14
O (-27.414, -12.567, 7.987)  -0.21
O (-33.005, -13.815, 11.353)  -0.22
O (-34.794, -15.530, 12.150)  -0.25
O (-32.818, -16.333, 10.671)  -0.24
O (-24.315, -18.067, 21.500)  -0.18
O (-21.631, -11.391, 15.530)  -0.22
O (-19.639, -13.003, 14.979)  -0.25
O (-26.862, -12.704, 15.332)  -0.13
O (-34.147, -11.404, 19.944)  -0.12
O (-25.400, -12.955, 6.539)  -0.24
O (-27.587, -14.359, 6.055)  -0.23
O (-24.752, -6.693, 19.344)  -0.19
O (-30.006, -18.225, 17.730)  -0.26
O (-32.125, -19.631, 18.477)  -0.25
O (-32.293, -17.211, 17.436)  -0.22
C (-28.047, -6.074, 15.100)  -0.20
C (-21.391, -16.562, 11.833)  -0.17
C (-23.618, -16.270, 12.663)  -0.18
C (-33.689, -17.073, 17.592)  -0.12
C (-25.563, -10.519, 20.735)  -0.11
C (-35.381, -15.816, 8.923)  -0.10
C (-27.289, -11.672, 14.420)  -0.21
C (-28.811, -11.629, 14.344)  -0.19
C (-33.558, -12.518, 11.169)  -0.12
C (-18.088, -11.046, 16.906)  -0.15
C (-23.176, -15.054, 11.896)  -0.22
C (-24.952, -16.874, 21.036)  -0.17
C (-27.029, -11.916, 4.140)  -0.06
C (-26.942, -5.718, 14.212)  -0.22
C (-21.945, -13.801, 17.292)  -0.12
C (-25.802, -17.443, 19.867)  -0.17
C (-28.797, -6.270, 12.801)  -0.20
C (-31.950, -10.987, 20.611)  -0.22
C (-23.992, -19.006, 20.452)  -0.17
C (-32.330, -17.244, 11.705)  -0.09
C (-33.893, -9.995, 19.969)  -0.21
C (-25.034, -18.641, 19.395)  -0.18
C (-32.935, -12.054, 20.271)  -0.22
C (-29.275, -5.981, 14.205)  -0.16
C (-32.397, -9.840, 19.834)  -0.19
C (-29.637, -18.963, 16.568)  -0.10
C (-31.049, -18.183, 20.998)  -0.12
C (-24.699, -11.838, 7.038)  -0.11
C (-24.471, -5.357, 18.964)  -0.12
C (-29.186, -13.040, 14.822)  -0.16
C (-22.317, -10.544, 16.508)  -0.08
C (-28.692, -12.865, 8.477)  -0.12
C (-25.539, -8.149, 21.052)  -0.21
C (-24.818, -6.837, 20.778)  -0.18
C (-28.078, -13.258, 15.870)  -0.19
C (-22.272, -16.876, 13.025)  -0.19
H (-33.222, -12.091, 10.224)  0.08
H (-26.240, -10.630, 19.888)  0.08
H (-26.758, -17.731, 20.305)  0.10
H (-32.168, -9.962, 18.776)  0.12
H (-29.553, -4.927, 14.177)  0.11
H (-31.245, -17.339, 11.754)  0.08
H (-23.980, -14.681, 11.262)  0.12
H (-22.664, -9.671, 15.955)  0.09
H (-22.822, -14.284, 12.581)  0.12
H (-28.568, -13.296, 9.470)  0.09
H (-24.946, -11.416, 20.688)  0.08
H (-30.708, -19.200, 20.804)  0.09
H (-26.960, -11.811, 13.390)  0.11
H (-25.725, -19.450, 19.156)  0.11
H (-22.305, -17.939, 13.265)  0.11
H (-30.301, -17.599, 21.534)  0.09
H (-27.938, -14.331, 16.003)  0.11
H (-22.738, -13.448, 17.951)  0.08
H (-24.252, -16.112, 13.536)  0.11
H (-21.737, -10.184, 17.357)  0.09
H (-33.060, -12.726, 21.121)  0.12
H (-23.168, -11.057, 16.955)  0.08
H (-31.953, -18.226, 21.606)  0.09
H (-26.501, -11.021, 3.809)  0.08
H (-32.595, -16.893, 12.702)  0.07
H (-29.155, -11.274, 13.372)  0.11
H (-33.147, -11.831, 11.908)  0.09
H (-25.959, -16.740, 19.049)  0.11
H (-24.143, -16.210, 20.732)  0.11
H (-31.940, -10.800, 21.685)  0.12
H (-22.936, -18.866, 20.225)  0.11
H (-26.381, -12.764, 3.919)  0.08
H (-28.398, -12.805, 16.808)  0.12
H (-21.417, -17.435, 11.180)  0.11
H (-24.254, -16.966, 12.116)  0.11
H (-36.446, -15.585, 8.942)  0.09
H (-30.205, -13.046, 15.208)  0.11
H (-28.967, -18.324, 15.993)  0.09
H (-30.556, -19.204, 16.033)  0.08
H (-30.110, -6.599, 14.532)  0.11
H (-25.261, -4.655, 19.232)  0.08
H (-34.936, -15.743, 7.930)  0.09
H (-34.201, -17.172, 16.635)  0.09
H (-20.371, -16.328, 12.140)  0.12
H (-32.102, -8.876, 20.249)  0.12
H (-24.121, -20.057, 20.713)  0.11
H (-25.917, -5.999, 14.453)  0.12
H (-29.144, -19.887, 16.869)  0.09
H (-32.591, -12.604, 19.395)  0.12
H (-17.447, -11.637, 16.253)  0.09
H (-29.143, -13.588, 13.882)  0.11
H (-27.833, -7.082, 15.454)  0.11
H (-23.850, -11.540, 6.422)  0.09
H (-27.987, -5.481, 16.013)  0.12
H (-35.178, -16.834, 9.256)  0.09
H (-29.301, -13.569, 7.909)  0.09
H (-30.922, -11.301, 20.433)  0.12
H (-21.687, -14.811, 17.609)  0.09
H (-32.765, -18.239, 11.617)  0.09
H (-34.471, -9.362, 19.296)  0.12
H (-25.508, -16.515, 21.902)  0.12
H (-29.208, -11.904, 8.470)  0.09
H (-21.879, -16.479, 13.960)  0.10
H (-34.200, -17.580, 18.411)  0.09
H (-24.300, -5.303, 17.889)  0.08
H (-34.646, -12.454, 11.140)  0.09
H (-23.824, -6.819, 21.226)  0.13
H (-23.568, -4.982, 19.444)  0.08
H (-29.225, -10.947, 15.087)  0.10
H (-17.617, -10.065, 16.976)  0.09
H (-27.915, -12.053, 3.521)  0.08
H (-24.514, -18.292, 18.503)  0.11
H (-22.350, -13.831, 16.281)  0.09
H (-29.214, -5.523, 12.126)  0.12
H (-25.420, -6.017, 21.170)  0.12
H (-25.613, -8.262, 22.134)  0.12
H (-34.228, -9.673, 20.955)  0.12
H (-29.017, -7.297, 12.512)  0.11
H (-33.822, -16.034, 17.892)  0.08
H (-18.109, -11.478, 17.907)  0.09
H (-25.329, -10.984, 7.288)  0.09
H (-24.215, -12.281, 7.907)  0.09
H (-26.838, -4.637, 14.118)  0.11
H (-26.584, -8.144, 20.742)  0.12
H (-26.054, -10.572, 21.706)  0.08
H (-26.933, -10.697, 14.751)  0.11

---

| no. | orbital gap (eV) | HOMO level (eV) | M (g mol⁻¹) |
| --- | --- | --- | --- |
| 1 | 7.7665 | -7.9 | 719.103 |
| 2 | 9.1705 | -9.2 | 1010.957 |